Density functional theory data (wB97M-V/def2-TZVPD) for the ion C7H15N2 with charge +1.

Last column: Löwdin charge in e.
Element x y z (Å)
C 3.088 -0.206 -0.439  -0.0932
C 1.734 -0.913 -0.319  -0.1841
C 0.459 -0.092 -0.460  -0.1688
C 0.595 1.427 0.003  -0.0413
N -0.640 1.155 0.703  -0.0062
C -0.581 0.282 1.901  0.1137
N -0.739 -0.219 0.478  -0.1483
C -1.927 -0.897 -0.024  -0.1371
C -2.969 0.115 -0.601  -0.0853
H 3.354 0.281 -1.441  0.1135
H 3.867 -0.974 -0.469  0.0877
H 3.281 0.490 0.310  0.0434
H 1.741 -1.189 0.779  0.1302
H 1.791 -1.805 -0.888  0.1011
H 0.178 -0.140 -1.524  0.1656
H 1.416 1.788 0.551  0.1028
H 0.434 2.140 -0.914  0.1675
H 0.322 -0.059 2.334  0.1234
H -1.471 0.427 2.489  0.1428
H -1.696 -1.487 -0.952  0.1467
H -2.344 -1.370 0.883  0.1351
H -3.041 1.167 -0.100  0.1038
H -2.802 0.315 -1.714  0.0912
H -4.049 -0.237 -0.584  0.0958

Force components x, y, z for each atom (eV/Å):
C 0.6 -0.5 -3.5
C 0.2 0.2 3.2
C 3.5 1.0 -0.9
C -1.5 -0.9 -3.7
N -2.0 3.2 3.0
C 0.3 0.6 -3.2
N 1.1 -1.2 -0.7
C -2.5 0.9 -0.7
C -1.5 1.9 -0.7
H -1.1 -0.3 1.1
H -0.2 0.0 0.7
H 0.3 1.1 1.4
H 0.0 -0.4 -1.0
H -0.5 -0.9 -0.6
H -0.9 0.0 0.7
H 0.9 0.0 1.0
H 0.1 -1.2 1.9
H 0.9 0.1 0.5
H -0.3 -0.6 0.0
H 0.3 -0.2 1.7
H 0.1 -0.6 -1.1
H 0.5 -2.0 -0.6
H 0.1 -0.2 1.5
H 1.5 -0.1 0.3

## Properties
SMILES = CC[C@@H]1CN2C[N@+]12CC
relative energy (zero: lowest compared OMol25 entry of this formula, charge and spin) = 461.9 kJ/mol
Kohn-Sham gap = 11.8 eV
molar mass = 127.211 g mol⁻¹
calculated total energy = -384.8208 Ha
E_LUMO = -0.0976 hartree
net charge = +1